Version P
62
Properties=species:S:1:pos:R:3:lowdin_charge:R:1 method="wB97M-V/def2-TZVPD" gap_ev=8.7 multiplicity=1 smiles="CCC(=O)N1CCc2cc(S(=O)(=O)NCCC(=O)N3CC=C(c4ccccc4)CC3)ccc21" charge=0
C -8.920 -0.298 -0.204 -0.094
C -7.706 0.573 -0.502 -0.164
C -6.439 -0.064 0.037 -0.424
O -6.430 -1.128 0.614 0.085
N -5.292 0.659 -0.179 0.020
C -5.241 1.941 -0.876 -0.113
C -3.760 2.358 -0.900 -0.079
C -3.077 1.245 -0.165 -0.144
C -1.743 1.085 0.131 -0.001
C -1.365 -0.043 0.844 -0.283
S 0.369 -0.282 1.191 0.648
O 0.507 -1.282 2.209 -0.282
O 0.996 0.993 1.382 -0.289
N 1.006 -0.898 -0.213 -0.107
C 0.499 -2.172 -0.684 -0.201
C 1.296 -3.330 -0.072 -0.077
C 2.716 -3.258 -0.618 -0.464
O 2.952 -3.703 -1.731 0.043
N 3.677 -2.690 0.135 -0.041
C 3.535 -1.989 1.391 -0.134
C 3.950 -0.554 1.255 -0.018
C 4.627 -0.074 0.214 -0.192
C 4.933 1.362 0.101 -0.182
C 3.959 2.301 0.443 -0.027
C 4.225 3.654 0.345 -0.080
C 5.462 4.096 -0.093 -0.098
C 6.436 3.172 -0.431 -0.089
C 6.173 1.818 -0.339 -0.036
C 5.063 -0.987 -0.903 -0.101
C 4.973 -2.449 -0.467 -0.128
C -2.285 -0.990 1.250 -0.051
C -3.631 -0.840 0.948 0.032
C -4.016 0.286 0.234 -0.130
H -9.823 0.164 -0.596 0.073
H -8.798 -1.278 -0.657 0.079
H -9.029 -0.435 0.868 0.079
H -7.602 0.714 -1.580 0.117
H -7.830 1.558 -0.046 0.117
H -5.852 2.678 -0.346 0.124
H -5.641 1.832 -1.888 0.123
H -3.381 2.447 -1.919 0.122
H -3.600 3.314 -0.401 0.123
H -0.998 1.811 -0.150 0.125
H 1.143 -0.185 -0.908 0.120
H -0.563 -2.272 -0.422 0.110
H 0.596 -2.216 -1.770 0.133
H 0.862 -4.267 -0.426 0.126
H 1.236 -3.293 1.012 0.097
H 2.511 -2.008 1.754 0.077
H 4.167 -2.487 2.143 0.136
H 3.652 0.089 2.069 0.119
H 2.989 1.961 0.776 0.081
H 3.460 4.369 0.612 0.102
H 5.668 5.154 -0.168 0.098
H 7.407 3.508 -0.767 0.100
H 6.953 1.112 -0.588 0.105
H 6.083 -0.759 -1.216 0.108
H 4.411 -0.827 -1.767 0.131
H 5.084 -3.118 -1.321 0.121
H 5.746 -2.670 0.276 0.134
H -1.937 -1.835 1.822 0.116
H -4.359 -1.570 1.258 0.106

=====

Version Q
62
Properties=species:S:1:pos:R:3:lowdin_charge:R:1 method="wB97M-V/def2-TZVPD" gap_ev=8.8 multiplicity=1 smiles="CCOCCCNC(=O)[C@H](c1ccc(OC)cc1)N(Cc1cccs1)C(=O)c1ccccn1" charge=0
C -1.094 2.143 -4.156 -0.057
C -1.852 1.456 -3.023 -0.255
O -1.326 0.197 -2.661 -0.186
C -1.612 -0.856 -3.561 -0.216
C -0.942 -2.139 -3.076 -0.139
C -1.504 -2.641 -1.742 -0.163
N -1.192 -1.730 -0.666 0.088
C -0.244 -1.996 0.253 -0.451
O 0.258 -3.086 0.427 0.092
C 0.093 -0.759 1.112 -0.151
C 0.561 0.359 0.216 -0.214
C 0.113 1.655 0.419 -0.026
C 0.527 2.694 -0.396 -0.024
C 1.399 2.442 -1.449 -0.302
O 1.865 3.380 -2.318 -0.091
C 1.507 4.725 -2.109 -0.084
C 1.836 1.135 -1.672 -0.003
C 1.420 0.112 -0.851 -0.040
N 1.057 -1.114 2.144 0.021
C 2.412 -0.601 2.076 -0.133
C 2.460 0.867 2.339 -0.504
C 1.749 1.579 3.254 -0.132
C 2.041 2.961 3.228 -0.188
C 2.974 3.279 2.297 -0.413
S 3.515 1.895 1.429 1.055
C 0.788 -2.053 3.080 -0.392
O 1.620 -2.417 3.896 0.070
C -0.583 -2.660 3.113 -0.199
C -0.668 -4.030 3.354 0.006
C -1.918 -4.614 3.426 -0.052
C -3.040 -3.811 3.285 -0.061
C -2.848 -2.455 3.079 -0.133
N -1.657 -1.889 2.989 0.113
H -0.036 2.193 -3.914 0.066
H -1.215 1.607 -5.094 0.067
H -1.478 3.151 -4.287 0.077
H -2.916 1.355 -3.286 0.120
H -1.770 2.056 -2.112 0.111
H -1.238 -0.615 -4.565 0.119
H -2.704 -0.997 -3.629 0.129
H -1.081 -2.909 -3.836 0.116
H 0.126 -1.950 -2.961 0.117
H -1.061 -3.606 -1.485 0.120
H -2.591 -2.754 -1.813 0.122
H -1.412 -0.762 -0.861 0.124
H -0.832 -0.453 1.614 0.137
H -0.562 1.864 1.236 0.128
H 0.165 3.690 -0.197 0.110
H 2.020 5.290 -2.885 0.095
H 1.834 5.079 -1.127 0.095
H 0.427 4.874 -2.209 0.093
H 2.506 0.953 -2.497 0.125
H 1.765 -0.895 -1.038 0.129
H 2.968 -1.142 2.853 0.132
H 2.864 -0.826 1.106 0.121
H 1.039 1.127 3.923 0.119
H 1.577 3.682 3.879 0.099
H 3.393 4.239 2.069 0.056
H 0.239 -4.600 3.468 0.123
H -2.020 -5.677 3.594 0.107
H -4.036 -4.224 3.338 0.099
H -3.688 -1.779 2.977 0.106

=====

Stability check: which of them is least stable? version Q.